The following is a quantum chemistry calculation of a structure of composition C8H16S2 in a non-equilibrium geometry, from the OMol25 dataset.

Frontier orbital gap   0.2944 Eh
E_LUMO   -0.144 eV
ΔE to the lowest compared entry with this formula, charge and spin   5.0936 eV
HOMO energy   -8.16 eV

The geometry in XYZ format:
```
26
Properties=species:S:1:pos:R:3:lowdin_charge:R:1
C -2.116 -0.761 -0.357 -0.82
C -2.884 0.228 0.498 -0.16
C -2.122 1.375 -0.212 -0.16
C -1.564 0.348 -1.230 -0.17
C -0.543 -0.657 1.092 -0.50
C 2.126 -0.409 0.288 -0.69
C 3.288 -1.054 -0.465 -0.15
C 1.961 1.058 -0.098 -0.12
H -3.956 0.204 0.269 0.13
H -2.759 0.111 1.579 0.12
H -2.736 2.177 -0.626 0.11
H -1.341 1.814 0.415 0.10
H -0.487 0.318 -1.402 0.07
H -2.068 0.376 -2.203 0.13
H -0.815 0.364 0.804 0.01
H -1.441 -1.272 1.071 -0.10
H -0.147 -0.653 2.118 0.09
H 2.319 -0.482 1.368 0.10
H 3.430 -2.096 -0.163 0.07
H 4.215 -0.506 -0.265 0.08
H 3.109 -1.031 -1.546 0.08
H 1.140 1.537 0.448 0.06
H 2.879 1.614 0.131 0.08
H 1.760 1.150 -1.167 0.08
S -1.887 -2.352 -0.293 0.75
S 0.636 -1.401 -0.055 0.83
```